[1]
{"formula": "C34H36IrN5O6SSi", "method": "the ωB97M-V functional and the def2-TZVPD basis", "largest_force_ev_per_a": 3.8, "e_homo_ev": [-6.7997, -6.8199], "spin_multiplicity": 1, "e_lumo_ev": [-1.38, -1.11], "elements": ["Ir", "C", "O", "C", "C", "C", "C", "C", "C", "O", "C", "O", "C", "H", "H", "H", "H", "H", "H", "H", "H", "H", "N", "C", "C", "C", "C", "C", "C", "S", "O", "O", "N", "C", "N", "C", "C", "C", "N", "H", "H", "H", "H", "H", "H", "H", "H", "H", "C", "Si", "C", "C", "N", "C", "C", "C", "C", "C", "C", "O", "C", "C", "C", "C", "C", "C", "H", "H", "H", "H", "H", "H", "H", "H", "H", "H", "H", "H", "H", "H", "H", "H", "H", "H"], "coordinates": [[0.333, 0.714, 0.244], [7.269, 0.536, 0.664], [6.848, 0.677, 2.002], [5.522, 0.557, 2.258], [5.154, 0.585, 3.622], [3.841, 0.473, 3.974], [2.808, 0.372, 3.017], [1.423, 0.391, 3.382], [1.069, 0.475, 4.852], [0.465, 0.352, 2.586], [3.178, 0.310, 1.628], [2.364, 0.161, 0.662], [4.556, 0.403, 1.301], [8.358, 0.496, 0.692], [6.952, 1.388, 0.053], [6.879, -0.389, 0.228], [5.930, 0.694, 4.362], [3.591, 0.469, 5.023], [1.530, -0.345, 5.395], [-0.010, 0.407, 4.948], [1.410, 1.415, 5.277], [4.779, 0.348, 0.249], [-5.146, -1.276, -4.825], [-3.885, -0.905, -4.414], [-3.331, 0.311, -4.833], [-2.074, 0.684, -4.404], [-1.365, -0.152, -3.564], [-1.921, -1.326, -3.095], [-3.175, -1.708, -3.518], [0.226, 0.350, -2.959], [0.982, 0.992, -3.996], [0.829, -0.779, -2.289], [-0.185, 1.382, -1.771], [0.095, 2.676, -1.702], [0.604, 3.023, -0.488], [0.867, 4.293, -0.269], [0.617, 5.262, -1.231], [0.086, 4.809, -2.434], [-0.170, 3.542, -2.678], [-5.499, -0.828, -5.655], [-5.381, -2.251, -4.731], [-3.898, 0.946, -5.499], [-1.622, 1.613, -4.711], [-1.346, -1.924, -2.409], [-3.610, -2.632, -3.165], [1.291, 4.543, 0.697], [0.802, 6.309, -1.052], [-0.164, 5.487, -3.239], [-3.961, 1.351, 2.312], [-3.020, 1.443, 0.641], [-2.225, 3.167, 0.689], [-4.136, 1.388, -0.912], [-1.841, 0.159, 0.537], [-2.171, -1.131, 0.650], [-3.500, -1.589, 0.817], [-3.800, -2.916, 1.003], [-2.790, -3.871, 1.031], [-1.480, -3.478, 0.829], [-1.163, -2.145, 0.619], [0.099, -1.711, 0.425], [1.136, -2.616, 0.348], [1.359, -3.354, -0.805], [2.472, -4.171, -0.880], [3.360, -4.240, 0.181], [3.123, -3.512, 1.337], [1.998, -2.715, 1.431], [-4.495, 2.282, 2.473], [-3.246, 1.232, 3.122], [-4.676, 0.542, 2.398], [-2.923, 3.891, 1.101], [-1.956, 3.500, -0.306], [-1.333, 3.163, 1.306], [-4.755, 2.278, -0.965], [-4.792, 0.525, -0.964], [-3.507, 1.365, -1.798], [-4.293, -0.862, 0.804], [-4.828, -3.216, 1.143], [-3.020, -4.910, 1.206], [-0.692, -4.213, 0.853], [0.687, -3.247, -1.639], [2.655, -4.749, -1.774], [4.236, -4.868, 0.113], [3.817, -3.561, 2.165], [1.783, -2.150, 2.325]]}



[2]
{"formula": "C34H36N4O4", "method": "the ωB97M-V functional and the def2-TZVPD basis", "smiles": "COc1cc(C[C@@H]2C(=O)N(C)C(C)(C)N2/C=C/[C@H](c2ccccc2)C(C#N)(C#N)c2ccccc2)cc(OC)c1OC", "e_above_lowest_kcal_mol": 174.88, "largest_force_ev_per_a": 7.1, "e_homo_ev": -7.6617, "spin_multiplicity": 1, "e_lumo_ev": 0.27, "elements": ["C", "O", "C", "C", "C", "C", "C", "C", "O", "N", "C", "C", "C", "C", "N", "C", "C", "C", "C", "C", "C", "C", "C", "C", "C", "C", "N", "C", "N", "C", "C", "C", "C", "C", "C", "C", "C", "O", "C", "C", "O", "C", "H", "H", "H", "H", "H", "H", "H", "H", "H", "H", "H", "H", "H", "H", "H", "H", "H", "H", "H", "H", "H", "H", "H", "H", "H", "H", "H", "H", "H", "H", "H", "H", "H", "H", "H", "H"], "coordinates": [[5.682, -3.392, -0.941], [6.227, -2.100, -0.602], [5.387, -1.031, -0.606], [4.038, -1.066, -0.950], [3.170, -0.139, -0.389], [1.685, -0.368, -0.451], [1.136, -0.950, 0.879], [1.669, -2.399, 1.217], [2.839, -2.732, 1.333], [0.556, -3.159, 1.395], [0.679, -4.581, 1.661], [-0.724, -2.522, 1.051], [-1.249, -3.080, -0.290], [-1.741, -2.729, 2.188], [-0.307, -1.115, 0.918], [-1.102, -0.062, 0.670], [-2.389, -0.060, 0.308], [-3.135, 1.150, 0.231], [-4.680, 0.844, 0.015], [-5.561, 1.897, -0.077], [-6.916, 1.756, -0.234], [-7.541, 0.499, -0.180], [-6.679, -0.599, 0.001], [-5.259, -0.413, 0.045], [-2.541, 2.604, -0.089], [-3.237, 3.825, 0.540], [-3.462, 4.701, 1.298], [-1.044, 2.795, 0.024], [0.009, 3.234, 0.305], [-2.840, 2.657, -1.581], [-1.980, 2.040, -2.477], [-1.930, 2.537, -3.814], [-2.957, 3.389, -4.291], [-3.965, 3.812, -3.412], [-3.916, 3.371, -2.062], [3.665, 0.982, 0.280], [5.036, 1.107, 0.513], [5.628, 2.030, 1.316], [4.838, 3.123, 1.829], [5.921, 0.142, -0.023], [7.259, 0.227, 0.229], [7.732, -0.304, 1.505], [6.510, -4.092, -0.811], [4.850, -3.654, -0.271], [5.339, -3.402, -1.985], [3.641, -1.905, -1.528], [1.150, 0.575, -0.638], [1.428, -1.085, -1.248], [1.472, -0.278, 1.696], [1.727, -4.794, 1.862], [0.053, -4.817, 2.517], [0.319, -5.137, 0.799], [-0.459, -3.025, -1.054], [-1.593, -4.117, -0.133], [-2.093, -2.492, -0.663], [-1.255, -2.562, 3.160], [-2.573, -2.021, 2.113], [-2.144, -3.751, 2.126], [-0.685, 0.887, 0.702], [-2.920, -1.004, 0.313], [-2.980, 1.627, 1.346], [-5.176, 2.886, 0.006], [-7.577, 2.625, -0.388], [-8.710, 0.391, -0.235], [-7.186, -1.581, 0.094], [-4.775, -1.341, 0.118], [-1.243, 1.300, -2.180], [-1.187, 2.232, -4.507], [-2.962, 3.780, -5.276], [-4.792, 4.405, -3.709], [-4.706, 3.757, -1.447], [2.966, 1.725, 0.673], [5.554, 3.769, 2.341], [4.347, 3.675, 1.014], [4.081, 2.760, 2.538], [8.810, -0.151, 1.472], [7.279, 0.261, 2.326], [7.488, -1.370, 1.574]]}



[3]
{"formula": "C34H36N6O5PdS3", "method": "the ωB97M-V functional and the def2-TZVPD basis", "largest_force_ev_per_a": 1.5, "charge": 4, "e_homo_ev": [-17.0025, -17.0021], "spin_multiplicity": 5, "e_lumo_ev": [-11.88, -13.97], "elements": ["Pd", "S", "C", "C", "C", "C", "C", "C", "N", "C", "C", "C", "C", "C", "C", "C", "C", "N", "C", "C", "C", "C", "C", "S", "C", "H", "H", "H", "H", "H", "H", "H", "H", "H", "H", "H", "H", "O", "C", "C", "C", "C", "C", "C", "N", "H", "H", "H", "H", "H", "H", "H", "H", "H", "H", "H", "C", "C", "S", "O", "O", "C", "C", "N", "C", "N", "C", "C", "N", "O", "O", "C", "H", "H", "H", "H", "H", "H", "H", "H", "H", "H", "H", "H", "H"], "coordinates": [[0.356, 0.056, -0.688], [7.730, -0.232, -1.382], [8.492, -0.160, 0.106], [7.600, -0.018, 1.191], [6.283, 0.036, 0.784], [6.137, -0.070, -0.604], [4.932, -0.072, -1.394], [3.650, 0.055, -0.789], [2.529, 0.071, -1.472], [2.559, -0.048, -2.830], [3.777, -0.201, -3.526], [3.761, -0.341, -4.950], [2.599, -0.308, -5.639], [1.348, -0.146, -4.963], [0.122, -0.126, -5.639], [-1.073, 0.016, -4.937], [-0.974, 0.157, -3.524], [0.167, 0.134, -2.875], [1.333, -0.019, -3.559], [-2.351, 0.004, -5.600], [-2.623, -0.176, -6.963], [-3.970, -0.162, -7.252], [-4.765, 0.033, -6.105], [-3.868, 0.199, -4.693], [4.961, -0.207, -2.781], [9.572, -0.221, 0.172], [7.930, 0.031, 2.221], [5.468, 0.141, 1.486], [3.568, 0.129, 0.289], [4.701, -0.472, -5.471], [2.601, -0.408, -6.717], [0.115, -0.221, -6.718], [-1.869, 0.311, -2.932], [-1.867, -0.310, -7.725], [-4.388, -0.285, -8.243], [-5.847, 0.082, -6.074], [5.907, -0.320, -3.298], [-0.300, 1.863, 0.336], [0.312, 2.931, 0.628], [-0.441, 4.018, 1.346], [0.231, 4.568, 2.633], [1.537, 3.881, 3.037], [2.720, 4.308, 2.161], [2.348, 4.322, 0.675], [1.578, 3.136, 0.295], [-1.430, 3.624, 1.565], [-0.580, 4.822, 0.616], [-0.480, 4.475, 3.451], [0.423, 5.636, 2.517], [1.413, 2.794, 3.002], [1.768, 4.136, 4.070], [3.569, 3.644, 2.342], [3.031, 5.318, 2.430], [3.240, 4.362, 0.052], [1.755, 5.209, 0.451], [2.031, 2.398, -0.215], [-7.583, -3.479, 4.956], [-6.381, -2.573, 4.869], [-5.230, -3.302, 3.638], [-5.654, -2.913, 2.315], [-4.990, -4.681, 3.933], [-3.636, -2.434, 3.876], [-2.762, -3.025, 2.770], [-1.561, -2.248, 2.414], [-1.453, -1.570, 1.264], [-0.231, -1.046, 1.138], [0.474, -1.388, 2.252], [-0.327, -2.153, 3.040], [0.068, -2.738, 4.304], [-0.730, -3.445, 4.875], [1.215, -2.524, 4.628], [-2.542, -1.398, 0.265], [-8.310, -3.033, 5.637], [-7.328, -4.458, 5.353], [-8.086, -3.587, 3.996], [-5.803, -2.521, 5.792], [-6.596, -1.587, 4.462], [-3.268, -2.662, 4.868], [-3.828, -1.370, 3.741], [-3.370, -3.066, 1.866], [-2.469, -4.041, 3.025], [1.499, -1.111, 2.421], [-2.822, -2.347, -0.195], [-2.187, -0.715, -0.513], [-3.434, -0.964, 0.716]]}



[4]
{"formula": "C34H37BaN5O4S2", "method": "the ωB97M-V functional and the def2-TZVPD basis", "e_above_lowest_kcal_mol": 44.80, "largest_force_ev_per_a": 4.0, "e_homo_ev": -7.1763, "spin_multiplicity": 1, "e_lumo_ev": 0.27, "elements": ["Ba", "C", "C", "C", "O", "C", "O", "O", "H", "H", "H", "H", "H", "H", "H", "C", "N", "C", "C", "C", "C", "C", "N", "C", "C", "C", "C", "C", "C", "H", "H", "H", "H", "H", "H", "H", "H", "H", "H", "H", "C", "C", "C", "N", "C", "S", "N", "C", "O", "C", "C", "C", "C", "C", "C", "H", "H", "H", "H", "H", "H", "H", "H", "H", "H", "H", "H", "H", "H", "S", "C", "N", "C", "C", "C", "C", "C", "C", "H", "H", "H", "H", "H"], "coordinates": [[2.051, 0.914, 1.609], [-0.794, -0.791, 5.245], [0.694, -0.682, 4.938], [1.452, -1.952, 5.291], [1.270, 0.424, 5.653], [0.872, -0.306, 3.440], [0.350, 0.774, 3.075], [1.580, -1.037, 2.710], [-0.945, -0.831, 6.328], [-1.219, -1.692, 4.804], [-1.315, 0.076, 4.840], [1.388, -2.121, 6.367], [2.498, -1.844, 5.009], [1.041, -2.813, 4.764], [0.746, 0.573, 6.446], [0.864, 0.280, -1.895], [1.794, 0.933, -0.964], [2.639, 1.762, -1.489], [3.568, 2.532, -0.752], [4.550, 3.399, -1.266], [5.195, 3.954, -0.169], [4.572, 3.402, 0.959], [3.598, 2.546, 0.627], [-0.109, 1.243, -2.539], [-1.010, 1.960, -1.753], [-1.908, 2.840, -2.336], [-1.915, 3.025, -3.714], [-1.010, 2.331, -4.502], [-0.115, 1.444, -3.914], [0.305, -0.465, -1.324], [1.419, -0.244, -2.682], [2.661, 1.906, -2.576], [4.758, 3.586, -2.309], [6.007, 4.666, -0.173], [4.800, 3.604, 1.999], [-1.013, 1.816, -0.679], [-2.604, 3.393, -1.717], [-2.618, 3.709, -4.172], [-0.996, 2.477, -5.575], [0.587, 0.901, -4.537], [-4.405, 0.258, -5.348], [-4.369, 0.255, -3.824], [-3.015, -0.210, -3.306], [-2.998, -0.227, -1.848], [-2.371, -1.081, -1.036], [-1.997, -0.680, 0.529], [-1.992, -2.317, -1.556], [-2.705, -3.243, -2.314], [-2.133, -4.203, -2.775], [-4.176, -3.035, -2.480], [-4.763, -3.340, -3.704], [-6.131, -3.206, -3.871], [-6.924, -2.801, -2.805], [-6.347, -2.537, -1.571], [-4.975, -2.648, -1.408], [-5.376, 0.592, -5.711], [-4.224, -0.745, -5.740], [-3.639, 0.924, -5.751], [-5.147, -0.403, -3.430], [-4.562, 1.264, -3.446], [-2.231, 0.464, -3.664], [-2.792, -1.204, -3.685], [-3.222, 0.651, -1.405], [-1.136, -2.685, -1.170], [-4.137, -3.680, -4.521], [-6.584, -3.428, -4.828], [-7.995, -2.704, -2.933], [-6.963, -2.247, -0.731], [-4.528, -2.451, -0.441], [5.284, 2.169, 5.628], [3.953, 2.150, 4.518], [3.865, 1.121, 3.754], [4.879, 0.218, 4.010], [5.060, -1.012, 3.379], [6.133, -1.796, 3.747], [7.031, -1.375, 4.733], [6.863, -0.165, 5.377], [5.780, 0.624, 5.011], [3.260, 2.980, 4.498], [4.344, -1.339, 2.635], [6.278, -2.757, 3.271], [7.868, -2.007, 5.000], [7.552, 0.162, 6.145]]}



[5]
{"formula": "C34H37ClIN3O4PSSr", "method": "the ωB97M-V functional and the def2-TZVPD basis", "largest_force_ev_per_a": 16.3, "charge": 1, "e_homo_ev": -9.7647, "spin_multiplicity": 1, "e_lumo_ev": -2.69, "elements": ["Sr", "C", "C", "N", "C", "C", "S", "C", "C", "N", "H", "H", "H", "H", "H", "H", "H", "H", "H", "H", "H", "H", "H", "H", "I", "C", "C", "C", "C", "C", "C", "C", "C", "C", "P", "C", "C", "C", "C", "C", "C", "C", "C", "C", "C", "C", "C", "C", "H", "H", "H", "H", "H", "H", "H", "H", "H", "H", "H", "H", "H", "H", "H", "H", "O", "Cl", "O", "O", "O", "N", "C", "C", "C", "C", "C", "C", "H", "H", "H", "H", "H", "H", "H"], "coordinates": [[-0.828, -0.240, 0.503], [-2.354, -1.451, 1.424], [-1.344, -2.473, 1.751], [-0.072, -1.789, 1.710], [-0.063, -0.928, 2.872], [-1.200, 0.043, 3.164], [-1.542, 1.443, 2.072], [-3.153, 0.855, 1.519], [-3.454, 0.030, 0.246], [-2.664, -1.190, 0.064], [-1.873, -0.579, 1.756], [-3.240, -1.626, 2.040], [-1.396, -3.353, 1.114], [-1.591, -2.785, 2.777], [0.671, -2.471, 1.834], [0.850, -0.332, 2.927], [-0.093, -1.531, 3.792], [-0.867, 0.516, 4.097], [-2.100, -0.459, 3.510], [-3.762, 1.756, 1.390], [-3.593, 0.382, 2.391], [-3.402, 0.693, -0.623], [-4.508, -0.213, 0.420], [-3.231, -1.957, -0.277], [0.960, -0.244, -2.014], [1.764, 1.041, -3.591], [2.763, 0.443, -4.316], [3.404, 1.127, -5.355], [3.018, 2.402, -5.645], [1.981, 3.038, -4.928], [1.627, 4.362, -5.280], [0.642, 5.012, -4.607], [-0.048, 4.344, -3.579], [0.245, 3.057, -3.192], [-0.913, 2.294, -1.936], [-1.953, 3.692, -1.373], [-1.334, 4.730, -0.665], [-2.088, 5.708, -0.040], [-3.476, 5.649, -0.083], [-4.101, 4.615, -0.763], [-3.346, 3.642, -1.406], [-1.993, 1.486, -3.217], [-2.283, 0.119, -3.179], [-3.056, -0.458, -4.176], [-3.564, 0.313, -5.207], [-3.303, 1.675, -5.242], [-2.523, 2.255, -4.254], [1.306, 2.358, -3.864], [2.998, -0.574, -4.025], [4.198, 0.652, -5.915], [3.499, 2.953, -6.444], [2.154, 4.846, -6.092], [0.367, 6.027, -4.859], [-0.848, 4.885, -3.097], [-0.251, 4.761, -0.627], [-1.599, 6.515, 0.490], [-4.068, 6.406, 0.414], [-5.183, 4.566, -0.788], [-3.835, 2.845, -1.956], [-1.897, -0.465, -2.361], [-3.249, -1.524, -4.156], [-4.167, -0.145, -5.979], [-3.699, 2.284, -6.044], [-2.314, 3.316, -4.287], [1.229, -3.349, -2.157], [0.912, -2.947, -0.848], [0.472, -4.028, -0.039], [-0.195, -1.920, -0.911], [2.035, -2.312, -0.221], [1.758, 0.523, 0.634], [2.595, 1.501, -0.042], [3.866, 1.168, -0.486], [4.655, 2.137, -1.088], [4.171, 3.427, -1.249], [2.892, 3.751, -0.819], [2.102, 2.788, -0.214], [2.189, -0.387, 0.495], [1.819, 0.792, 1.616], [4.216, 0.147, -0.380], [5.651, 1.887, -1.428], [4.788, 4.187, -1.707], [2.521, 4.758, -0.965], [1.089, 2.956, 0.133]]}